(1)
Entry from the Open Molecules 2025 dataset: a molecular structure, C44H41N3P2Se4Te2Y (ωB97M-V/def2-TZVPD).

The geometry in XYZ format:
```
97
Properties=species:S:1:pos:R:3:forces:R:3:mulliken_charge:R:1
Y 1.470 -0.475 0.639 0.5 -0.2 0.1 0.419
Se 3.687 0.824 -0.447 -0.1 -0.1 0.1 -0.573
Se 4.316 -1.452 -0.296 0.0 0.0 0.0 -0.272
Te 3.815 -2.401 2.006 -0.2 0.1 -0.1 -0.080
Se 1.444 -3.133 1.589 0.0 0.0 0.0 -0.414
Te 1.011 1.536 -3.380 0.0 0.2 -0.1 0.402
C -0.404 2.315 -4.754 0.0 -0.1 0.0 0.260
C -0.379 3.651 -5.132 0.0 0.0 0.0 -0.465
C -1.339 4.120 -6.017 0.0 0.0 0.0 -0.338
N -2.302 3.365 -6.541 0.0 0.0 0.0 -0.695
C -2.313 2.081 -6.176 0.0 0.0 0.0 -0.490
C -1.400 1.517 -5.302 0.0 0.0 0.0 0.116
C -0.281 0.163 -2.470 0.0 -0.1 0.1 -1.030
P -0.715 0.880 -0.868 0.1 0.3 0.2 1.097
C -1.659 2.385 -1.348 0.0 0.0 0.0 0.557
C -2.632 2.278 -2.343 0.0 0.0 0.0 -0.314
C -3.326 3.392 -2.786 0.0 0.0 0.0 -0.794
C -3.039 4.641 -2.255 0.0 0.0 0.0 -0.637
C -2.056 4.765 -1.285 0.0 0.0 0.0 -0.841
C -1.370 3.644 -0.834 0.0 0.0 0.0 -0.391
C -1.969 -0.236 -0.097 0.0 0.0 -0.1 0.778
C -3.123 -0.683 -0.743 0.0 0.0 0.0 0.141
C -3.966 -1.601 -0.145 0.0 0.0 0.0 -0.716
C -3.666 -2.106 1.116 0.0 0.0 0.0 -0.664
C -2.529 -1.677 1.775 0.0 0.0 -0.1 -0.781
C -1.687 -0.746 1.170 -0.1 0.0 0.2 0.676
P 0.522 -1.401 -2.083 -0.2 0.0 -0.2 1.885
C -0.797 -2.683 -2.227 0.1 -0.1 0.1 0.880
C -1.932 -2.499 -3.010 0.0 0.0 0.0 0.334
C -2.863 -3.516 -3.150 0.0 0.0 0.0 -0.965
C -2.677 -4.725 -2.491 0.0 0.0 0.0 -0.601
C -1.557 -4.910 -1.692 0.0 0.0 0.0 -0.693
C -0.619 -3.893 -1.562 0.0 0.0 0.0 -0.661
C 1.465 -1.807 -3.606 0.0 0.0 0.0 0.155
C 0.803 -1.838 -4.834 0.0 0.0 0.0 -0.141
C 1.502 -2.076 -6.005 0.0 0.0 0.0 -0.922
C 2.874 -2.294 -5.965 0.0 0.0 0.0 -0.430
C 3.536 -2.276 -4.749 0.0 0.0 0.0 -0.641
C 2.833 -2.035 -3.575 0.0 0.0 0.0 0.041
H 0.354 4.334 -4.719 0.0 0.0 0.0 0.343
H -1.344 5.166 -6.309 0.0 0.0 0.0 0.365
H -3.100 1.471 -6.610 0.0 0.0 0.0 0.348
H -1.474 0.475 -5.014 0.0 0.0 0.0 0.232
H -2.802 1.320 -2.814 0.0 0.0 0.0 -0.052
H -4.063 3.292 -3.573 0.0 0.0 0.0 0.403
H -3.566 5.517 -2.613 0.0 0.0 0.0 0.378
H -1.810 5.738 -0.879 0.0 0.0 0.0 0.466
H -0.607 3.759 -0.080 0.0 0.0 0.0 0.453
H -3.348 -0.321 -1.736 0.0 0.0 0.0 0.140
H -4.848 -1.944 -0.670 0.0 0.0 0.0 0.408
H -4.320 -2.836 1.578 0.0 0.0 0.0 0.349
H -2.286 -2.065 2.756 0.0 0.0 0.0 0.433
H -0.852 -0.390 1.782 -0.1 0.1 -0.1 -0.758
H -2.072 -1.536 -3.491 0.0 0.0 0.0 0.115
H -3.742 -3.365 -3.766 0.0 0.0 0.0 0.423
H -3.407 -5.519 -2.595 0.0 0.0 0.0 0.372
H -1.411 -5.845 -1.167 0.0 0.0 0.0 0.426
H 0.252 -4.033 -0.930 0.0 0.0 0.0 0.328
H -0.262 -1.654 -4.872 0.0 0.0 0.0 0.249
H 0.977 -2.085 -6.953 0.0 0.0 0.0 0.400
H 3.421 -2.479 -6.881 0.0 0.0 0.0 0.365
H 4.606 -2.443 -4.708 0.0 0.0 0.0 0.411
H 3.353 -2.016 -2.630 0.0 0.0 0.0 -0.089
C 4.084 -3.135 7.425 0.0 0.0 0.0 -1.534
C 3.440 -2.223 6.415 0.0 0.0 0.0 0.788
C 2.093 -2.325 6.106 0.0 0.0 0.0 -1.220
C 1.484 -1.491 5.170 0.0 0.0 0.0 0.809
C 0.016 -1.639 4.889 0.0 0.0 0.0 -1.128
C 2.257 -0.529 4.513 0.0 0.1 -0.1 0.678
Se 1.452 0.680 3.251 -0.1 -0.1 0.0 -0.083
C 3.619 -0.394 4.823 0.0 0.0 0.1 0.629
C 4.469 0.653 4.162 0.0 0.0 0.1 -1.408
C 4.184 -1.245 5.765 0.0 0.0 0.0 -0.990
H 3.387 -3.905 7.757 0.0 0.0 0.0 0.334
H 4.420 -2.582 8.305 0.0 0.0 0.0 0.315
H 4.958 -3.633 7.000 0.0 0.0 0.0 0.330
H 1.489 -3.078 6.603 0.0 0.0 0.0 0.225
H -0.423 -2.419 5.513 0.0 0.0 0.0 0.415
H -0.130 -1.908 3.842 0.0 0.0 0.0 -0.148
H -0.508 -0.697 5.060 0.0 0.0 0.0 0.328
H 4.378 0.607 3.075 0.0 0.0 0.0 0.186
H 5.518 0.532 4.439 0.0 0.0 0.0 0.370
H 4.141 1.652 4.462 0.0 0.0 0.0 0.296
H 5.240 -1.138 5.995 0.0 0.0 0.0 0.314
N 1.197 3.811 1.651 -0.1 0.0 0.1 -0.374
C 0.164 3.561 2.546 0.0 0.0 -0.1 0.131
C 0.149 4.162 3.811 0.0 0.0 0.0 -0.805
C -0.898 3.880 4.659 0.0 0.0 0.0 -0.341
C -1.917 3.033 4.230 0.0 0.0 0.0 -0.933
C -1.825 2.517 2.953 0.0 0.0 0.0 -0.318
N -0.813 2.767 2.124 0.0 0.0 0.0 0.401
H 2.087 3.985 2.091 0.0 0.0 0.0 0.349
H 1.270 3.104 0.930 0.0 0.0 0.0 0.021
H 0.959 4.814 4.113 0.0 0.0 0.0 0.394
H -0.922 4.312 5.651 0.0 0.0 0.0 0.377
H -2.751 2.778 4.869 0.0 0.0 0.0 0.440
H -2.595 1.856 2.566 0.0 0.0 0.0 0.453
```
Forces are in eV/Å.

ΔE to the lowest compared entry with this formula, charge and spin, kJ/mol: 75.5
Charge: -1
Multiplicity: 1
HOMO energy, eV: -4.376

***

(2)
Entry from the Open Molecules 2025 dataset: a molecular structure, C44H41N5O6Pt (ωB97M-V/def2-TZVPD).

The geometry in XYZ format:
```
97
Properties=species:S:1:pos:R:3:forces:R:3:mulliken_charge:R:1
Pt 0.407 -0.536 -0.143 0.4 -0.2 -1.2 1.322
O 1.699 2.403 2.290 0.0 -0.1 0.1 -0.743
C 1.443 1.383 1.681 -0.1 0.3 0.0 -0.021
N 0.546 1.224 0.688 -0.4 -0.1 0.6 1.327
C -0.408 2.143 0.205 0.2 0.0 0.0 -0.464
C -0.590 3.419 0.722 0.1 0.0 0.0 -0.658
C -1.594 4.223 0.201 -0.1 0.0 -0.1 -0.727
C -2.414 3.758 -0.816 0.0 0.0 0.1 -0.710
C -2.233 2.487 -1.344 0.0 0.0 0.0 -0.775
C -1.218 1.679 -0.844 -0.1 0.0 0.0 0.021
N -0.901 0.385 -1.320 0.0 0.2 0.1 0.325
C -1.375 -0.198 -2.429 0.0 -0.1 0.1 0.703
O -2.318 0.135 -3.128 0.2 0.1 -0.1 -0.797
C -0.534 -1.397 -2.788 0.0 -0.1 -0.1 0.105
C -0.580 -1.925 -4.065 0.0 0.0 0.0 -0.736
C 0.281 -2.957 -4.394 0.0 0.0 0.0 -0.935
C 1.168 -3.425 -3.434 0.0 0.1 -0.1 -1.122
C 1.150 -2.848 -2.180 0.0 -0.1 0.1 -0.352
N 0.298 -1.876 -1.858 -0.2 -0.4 0.4 0.758
C 2.112 0.078 2.033 0.0 -0.1 0.1 1.123
C 2.975 -0.004 3.107 0.0 0.0 0.0 -1.026
C 3.493 -1.240 3.447 0.0 0.0 0.0 -0.550
C 3.132 -2.357 2.707 0.0 -0.1 0.0 -1.047
C 2.264 -2.203 1.644 0.1 0.1 0.0 -0.063
N 1.778 -1.006 1.321 0.2 -0.2 -0.1 0.360
H 0.060 3.767 1.509 0.0 0.0 0.0 0.664
H -1.738 5.219 0.601 0.0 0.0 0.0 0.436
H -3.206 4.383 -1.205 0.0 0.0 0.0 0.404
H -2.869 2.115 -2.131 0.0 0.0 0.0 0.575
H -1.281 -1.498 -4.768 0.0 0.0 0.0 0.614
H 0.269 -3.383 -5.389 0.0 0.0 0.0 0.533
H 1.868 -4.219 -3.649 0.0 0.0 0.0 0.556
H 1.835 -3.165 -1.405 0.0 0.0 0.0 0.440
H 3.205 0.905 3.645 0.0 0.0 0.0 0.608
H 4.166 -1.339 4.289 0.0 0.0 0.0 0.466
H 3.511 -3.340 2.946 0.0 0.0 0.0 0.512
H 1.939 -3.037 1.038 0.0 0.0 0.0 0.225
C 0.137 -1.844 5.943 0.0 0.0 0.0 -1.768
C -0.391 -1.005 4.809 -0.1 -0.1 0.0 0.541
C -0.800 0.308 5.017 0.0 0.0 0.0 -1.249
C -1.312 1.072 3.975 0.0 0.0 0.0 0.315
C -1.756 2.491 4.204 0.0 0.0 0.0 -1.544
C -1.416 0.506 2.707 -0.4 -0.1 0.0 -0.486
C -0.988 -0.794 2.452 0.5 -0.3 0.1 0.581
C -0.480 -1.533 3.529 0.4 0.1 0.1 -0.061
N -0.953 -1.362 1.157 -0.4 0.6 0.1 0.206
C -1.772 -2.552 0.867 0.0 0.1 -0.2 1.030
C -0.915 -3.792 0.551 0.0 -0.1 0.2 -0.489
C -1.788 -4.984 0.144 0.0 0.0 0.0 0.239
C -2.665 -4.627 -1.059 0.0 0.0 0.0 -1.046
C -3.577 -3.449 -0.700 0.0 0.0 0.0 0.226
C -4.466 -3.814 0.487 0.0 0.0 0.0 -1.494
C -3.569 -4.141 1.680 0.0 0.0 0.0 0.374
C -2.690 -5.347 1.328 0.0 0.0 0.0 -1.465
C -2.676 -2.943 2.052 -0.1 -0.2 0.0 -1.387
C -2.715 -2.252 -0.311 0.1 0.0 -0.1 -1.089
H 0.417 -1.225 6.795 0.0 0.0 0.0 0.421
H 1.013 -2.420 5.637 0.0 0.0 0.0 0.336
H -0.619 -2.555 6.283 0.0 0.0 0.0 0.319
H -0.716 0.743 6.008 0.0 0.0 0.0 0.289
H -1.549 2.810 5.225 0.0 0.0 0.0 0.410
H -2.828 2.601 4.026 0.0 0.0 0.0 0.310
H -1.243 3.171 3.524 0.0 0.0 0.0 0.212
H -1.889 1.071 1.913 0.1 0.0 -0.1 0.733
H -0.074 -2.523 3.343 -0.1 0.0 0.0 0.347
H -0.363 -4.059 1.463 0.0 0.0 0.0 0.421
H -0.174 -3.566 -0.213 -0.1 0.0 -0.1 -0.960
H -1.140 -5.830 -0.105 0.0 0.0 0.0 0.368
H -3.270 -5.495 -1.338 0.0 0.0 0.0 0.628
H -2.043 -4.374 -1.927 0.0 0.0 0.0 0.246
H -4.190 -3.183 -1.565 0.0 0.0 0.0 0.407
H -5.102 -4.672 0.248 0.0 0.0 0.0 0.569
H -5.125 -2.975 0.729 0.0 0.0 0.0 0.565
H -4.185 -4.380 2.552 0.0 0.0 0.0 0.306
H -3.315 -6.209 1.077 0.0 0.0 0.0 0.559
H -2.078 -5.630 2.191 0.0 0.0 0.0 0.562
H -2.074 -3.240 2.912 0.0 0.1 0.0 0.385
H -3.282 -2.088 2.360 0.0 0.0 0.0 0.363
H -3.330 -1.386 -0.048 0.0 0.0 0.0 0.392
H -2.117 -1.971 -1.168 0.0 0.0 -0.1 -0.312
O 3.110 1.588 -0.503 0.1 0.0 0.0 -0.580
C 2.854 0.841 -1.427 0.0 -0.1 0.1 0.399
O 2.011 -0.164 -1.402 -0.1 0.6 -0.2 -0.387
C 3.560 0.963 -2.747 0.0 0.0 -0.1 -0.067
C 3.045 0.384 -3.897 0.1 0.0 0.0 -0.113
C 3.694 0.515 -5.129 -0.1 0.0 0.0 -1.139
C 4.860 1.237 -5.140 0.0 0.0 0.0 0.877
O 5.672 1.513 -6.204 0.0 0.0 0.0 -0.514
C 6.769 2.265 -5.682 0.0 0.0 0.0 -0.244
O 6.535 2.482 -4.293 0.0 0.0 0.0 -0.511
C 5.375 1.817 -3.992 0.0 0.0 0.0 0.982
C 4.750 1.707 -2.782 0.0 0.0 0.0 -1.147
H 2.120 -0.172 -3.832 0.0 0.0 0.0 0.317
H 3.296 0.079 -6.035 0.0 0.0 0.0 0.444
H 6.824 3.226 -6.196 0.0 0.0 0.0 0.247
H 7.691 1.695 -5.812 0.0 0.0 0.0 0.253
H 5.127 2.170 -1.882 0.0 0.0 0.0 0.523
```
Forces are in eV/Å.

Charge: 0
Multiplicity: 1
HOMO energy, eV: -7.404

***

Max |F|
In order: 0.010; 0.024
Unit: Eh/bohr
Orbital gap
In order: 0.228; 0.258
Unit: Eh
Energy
In order: -12728.59352; -2545.91068
Unit: Ha